1.
The molecule C4H3NO2, computed with ωB97M-V/def2-TZVPD.

Values from the calculation:
Frontier orbital gap in Eh: 0.390
Highest occupied orbital energy in eV: -10.5
Structure (SMILES): O=Cc1ccon1
Energy above the lowest of the compared OMol25 structures with the same formula, charge and spin in kcal per mole: 48.66

The geometry in XYZ format:
```
10
Properties=species:S:1:pos:R:3:forces:R:3
O 2.3907 1.0512 -0.2885 -0.446 0.118 -0.062
C 1.2349 1.3969 -0.2550 0.250 -0.065 -0.019
C 0.1307 0.4518 0.0535 -0.145 0.014 0.006
C 0.1033 -0.9544 -0.1573 -0.043 -0.083 -0.028
C -1.1447 -1.2882 0.2398 0.028 -0.043 -0.023
O -1.8030 -0.1981 0.6720 -0.123 -0.157 -0.008
N -1.0026 0.8973 0.5395 0.401 0.005 -0.227
H 0.9167 2.4292 -0.4898 0.083 -0.040 0.179
H 0.8839 -1.5749 -0.5733 -0.157 0.101 0.133
H -1.7100 -2.2106 0.2590 0.151 0.150 0.049
```
Positions in Å, forces in eV/Å.

=====

2.
A structure of composition C32H53IrN3O2P2S, computed with ωB97M-V/def2-TZVPD.

Values from the calculation:
Frontier orbital gap in Eh: 0.237
Charge: +1
Highest occupied orbital energy in eV: -9.3
Energy above the lowest of the compared OMol25 structures with the same formula, charge and spin in kcal per mole: 19.23

The geometry in XYZ format:
```
94
Properties=species:S:1:pos:R:3:forces:R:3
Ir -0.3261 0.1946 -0.2169 0.398 0.300 -0.203
C 3.2862 -2.4099 0.4173 -0.011 -0.010 0.023
C 3.1252 -1.1549 1.2739 -0.055 -0.014 0.073
C 2.8899 -1.4249 2.7616 0.024 0.005 0.027
P 1.9808 0.0495 0.4642 -0.221 0.046 -0.127
C 2.9940 0.6653 -0.9619 0.043 -0.036 0.013
C 2.4946 2.0325 -1.4254 -0.001 -0.003 -0.068
C 4.5160 0.6807 -0.8143 -0.004 0.040 0.000
C 1.7898 1.4184 1.6379 -0.020 0.037 0.008
C 2.8145 2.2841 2.0080 -0.006 0.028 0.018
C 2.5863 3.3496 2.8676 0.000 -0.026 -0.025
C 3.6993 4.2669 3.2917 -0.001 0.006 0.005
C 1.2820 3.5407 3.3230 -0.004 -0.009 0.000
C 0.2471 2.6898 2.9774 -0.008 0.013 -0.010
C 0.4905 1.5907 2.1514 0.225 -0.225 0.067
N -0.4490 0.6414 1.7520 -0.359 0.417 -0.158
C -1.4622 0.1124 2.5116 0.143 -0.193 0.065
C -1.7233 0.4252 3.8572 0.006 0.048 -0.033
C -2.7654 -0.1812 4.5280 -0.048 -0.030 -0.014
C -3.6013 -1.1274 3.9302 0.028 0.017 0.006
C -4.7564 -1.7457 4.6700 -0.004 -0.004 0.006
C -3.3016 -1.4925 2.6294 0.026 0.025 -0.004
C -2.2412 -0.9123 1.9314 0.032 0.025 0.051
P -1.6560 -1.5002 0.3438 -0.049 -0.163 0.254
C -0.8603 -3.1384 0.5946 -0.077 -0.035 0.050
C -1.8388 -4.2763 0.8999 0.015 -0.012 -0.034
C 0.1231 -3.0075 1.7482 -0.055 0.018 -0.016
C -3.1568 -1.9154 -0.6356 0.009 0.046 0.005
C -4.2107 -0.8174 -0.7705 0.031 -0.012 0.007
C -2.8610 -2.6228 -1.9595 -0.018 0.040 0.020
H 4.0286 -3.0745 0.8616 0.010 0.006 -0.001
H 3.6146 -2.1705 -0.5955 0.008 0.001 -0.003
H 2.3492 -2.9609 0.3372 0.025 0.004 -0.001
H 4.0603 -0.5890 1.2392 -0.004 -0.003 -0.037
H 2.0800 -2.1186 2.9630 0.039 0.019 0.006
H 2.6910 -0.4990 3.3020 -0.001 -0.005 0.009
H 3.8006 -1.8610 3.1759 0.002 0.000 0.006
H 2.7314 -0.0632 -1.7313 0.016 -0.061 -0.041
H 2.6991 2.8029 -0.6812 -0.025 0.000 0.000
H 1.4255 2.0471 -1.6336 0.007 0.019 0.043
H 3.0195 2.3138 -2.3423 0.026 0.006 0.021
H 4.8541 1.4235 -0.0910 -0.002 -0.017 0.015
H 4.9499 0.9606 -1.7772 -0.005 0.013 0.008
H 4.9400 -0.2837 -0.5430 0.009 -0.021 -0.028
H 3.8154 2.1310 1.6214 0.002 0.002 -0.002
H 4.5430 4.2101 2.6047 0.003 -0.002 0.000
H 4.0632 4.0040 4.2869 0.001 0.004 0.003
H 3.3629 5.3029 3.3296 0.002 0.001 0.000
H 1.0661 4.3907 3.9600 0.005 0.003 0.004
H -0.7550 2.8961 3.3249 -0.002 -0.001 -0.014
H -1.1061 1.1362 4.3842 0.000 -0.013 -0.005
H -2.9421 0.0963 5.5608 -0.007 -0.005 0.005
H -4.8575 -1.3148 5.6649 -0.002 -0.003 0.002
H -4.6242 -2.8228 4.7869 -0.003 -0.002 0.000
H -5.6972 -1.5851 4.1416 -0.004 0.001 0.003
H -3.9115 -2.2511 2.1508 -0.005 -0.013 -0.010
H -0.3317 -3.3424 -0.3431 0.053 0.006 0.024
H -2.4504 -4.0351 1.7709 0.000 -0.009 0.010
H -1.2645 -5.1697 1.1498 0.004 -0.005 -0.007
H -2.4938 -4.5300 0.0693 0.002 0.003 0.002
H -0.4144 -2.9506 2.6970 -0.002 0.010 0.001
H 0.7131 -2.1034 1.6471 -0.037 -0.030 -0.004
H 0.7928 -3.8677 1.7854 -0.003 0.001 0.004
H -3.5828 -2.6568 0.0510 -0.031 -0.043 -0.042
H -3.9173 -0.0439 -1.4717 -0.003 0.005 -0.003
H -4.4166 -0.3332 0.1825 0.015 0.011 0.006
H -5.1323 -1.2762 -1.1339 -0.008 0.003 0.020
H -2.2131 -2.0284 -2.5980 0.011 0.066 -0.055
H -3.8013 -2.7965 -2.4857 0.006 -0.028 0.007
H -2.3785 -3.5896 -1.8188 0.032 0.017 0.004
C -1.4322 1.4397 -5.6008 0.021 0.025 -0.016
N -1.2011 0.9406 -4.2463 0.043 -0.056 -0.030
C -2.4310 0.7256 -3.5071 0.023 -0.030 0.051
C -0.0170 0.5068 -3.8226 0.020 0.195 -0.068
S 0.1913 -0.6186 -2.4953 -0.137 -0.010 -0.005
N 1.0720 0.9072 -4.5169 -0.044 0.033 0.140
C 2.3116 0.1443 -4.5278 0.014 -0.060 0.013
C 1.2340 2.2941 -4.9549 -0.027 0.013 -0.038
H -2.3434 0.9718 -5.9720 -0.003 0.011 0.013
H -0.6120 1.1636 -6.2540 0.025 -0.008 -0.004
H -1.5703 2.5209 -5.6170 0.019 0.004 -0.005
H -2.9753 1.6682 -3.4356 -0.021 -0.005 0.006
H -2.2034 0.3637 -2.5161 -0.010 0.009 0.038
H -3.0501 -0.0030 -4.0346 -0.010 0.003 0.015
H 2.1117 -0.9161 -4.4124 -0.001 0.006 0.012
H 2.9959 0.4715 -3.7441 0.004 0.020 0.017
H 2.7913 0.3099 -5.4925 -0.012 -0.019 -0.013
H 0.4329 2.9129 -4.5630 -0.018 0.007 0.012
H 1.2750 2.3836 -6.0413 -0.012 -0.008 0.000
H 2.1733 2.6663 -4.5434 -0.008 -0.006 -0.003
O -0.6474 2.7302 -1.1686 0.172 -0.243 -0.106
C -1.7911 2.4131 -0.8536 -0.022 0.087 0.629
O -2.1106 1.2594 -0.3884 -0.193 -0.260 -0.436
H -2.6229 3.1318 -0.8806 0.005 0.008 -0.177
```
Positions in Å, forces in eV/Å.

=====

3.
The molecule C5H11BrN2 at a distorted geometry, computed with ωB97M-V/def2-TZVPD.

Values from the calculation:
Frontier orbital gap (spin up / spin down) in Eh: 0.295 / 0.295
Highest occupied orbital energy (spin up / spin down) in eV: -7.8 / -7.8
Energy above the lowest of the compared OMol25 structures with the same formula, charge and spin in kcal per mole: 17.14

The geometry in XYZ format:
```
19
Properties=species:S:1:pos:R:3:forces:R:3
C -1.1439 0.9292 0.5384 0.008 2.852 0.098
C -0.9914 -0.4604 -0.0086 1.524 1.706 6.329
C 1.1845 1.3638 0.4135 -2.348 0.701 -0.247
C -1.8564 -1.5121 0.6662 2.423 0.043 1.738
C 1.7097 0.1532 -1.6677 0.542 2.479 -0.451
N 0.4548 -0.7657 0.1375 -0.339 -2.948 0.853
N 1.2329 0.2337 -0.3132 1.192 0.253 0.231
Br 1.8340 1.2148 2.3824 -0.409 0.150 -1.342
H -1.7581 1.6401 -0.0971 1.111 -0.704 0.391
H -1.3763 1.2587 1.5971 0.496 -1.368 -1.012
H -1.2038 -0.5321 -0.9571 -1.080 0.123 -5.327
H 1.6181 2.2777 -0.0803 -0.469 -0.978 0.856
H -1.6219 -1.6718 1.7822 -0.831 0.787 -1.506
H -1.5369 -2.4256 0.2299 -0.199 -1.144 -0.602
H -2.8309 -1.2399 0.3803 -1.545 -0.201 0.375
H 2.7073 0.5936 -1.6799 0.116 -0.084 -0.149
H 1.7843 -0.8255 -2.0155 0.022 -1.783 -0.107
H 1.1427 0.7172 -2.4503 -0.158 -0.194 0.808
H 0.6511 -0.9488 1.1422 -0.055 0.310 -0.938
```
Positions in Å, forces in eV/Å.

=====

4.
A structure of composition C2H4O2Tb at a distorted geometry, computed with ωB97M-V/def2-TZVPD.

Values from the calculation:
Frontier orbital gap (spin up / spin down) in Eh: 0.339 / 0.303
2S+1: 8
Charge: +2
Highest occupied orbital energy (spin up / spin down) in eV: -17.9 / -17.9

The geometry in XYZ format:
```
9
Properties=species:S:1:pos:R:3:forces:R:3
O 0.8562 -0.4222 1.0504 -0.317 0.051 1.447
H 1.6814 -0.6706 1.4824 0.525 -0.049 -0.190
O -1.2604 0.3108 -0.0936 -0.872 -0.238 0.305
Tb -1.2735 -0.4603 2.1173 -0.073 -0.064 0.443
H -2.0459 0.6067 -0.5654 -0.276 0.190 -0.473
C -0.1420 0.1944 -0.9100 -0.213 -2.329 0.414
C 0.9790 -0.2694 -0.3002 -0.034 3.687 -2.795
H -0.3108 0.0255 -1.9729 0.188 1.053 -0.011
H 1.5160 0.6850 -0.8080 1.072 -2.302 0.860
```
Positions in Å, forces in eV/Å.